Record 1
Below is a structure of composition C10H14IrNOS2Se4, with properties calculated with ωB97M-V/def2-TZVPD.

Results
- ⟨S²⟩ = 0.76
- HOMO (spin up / spin down) (Eh) = -0.3935 / -0.3928
- Kohn-Sham gap (spin up / spin down) (eV) = 5.67 / 5.04

The geometry in ORCA input format:
```
! RIJCOSX wB97M-V def2-TZVPD def2/J DEFGRID3
* xyz 1 2
Ir 0.36122 1.43535 -0.62144
C -0.47546 -0.13241 3.12969
C -1.15583 0.33288 1.88028
C -0.98305 1.65262 1.43670
C -1.71209 2.12880 0.32300
C -2.55640 1.26857 -0.37283
C -2.70533 -0.05066 0.06637
C -2.01809 -0.50717 1.17709
H 0.45389 0.40916 3.30332
H -0.26735 -1.20099 3.09283
H -1.13040 0.04015 3.98671
H -0.45217 2.35139 2.07329
H -1.75149 3.19238 0.12735
H -3.13081 1.63795 -1.21100
H -3.39551 -0.70843 -0.44592
H -2.16996 -1.52285 1.52202
Se 2.58384 1.19335 0.44845
Se 3.96660 2.59217 -0.66636
Se 2.78396 4.60714 -0.58792
Se 0.65352 4.00096 -0.90421
S 0.79946 0.77797 -5.26355
C 0.58945 1.05181 -3.71139
N 0.43455 1.24916 -2.55815
C 1.16947 -3.05247 0.64868
S 0.24314 -2.07326 -0.51576
C 1.15206 -2.51465 -1.98728
O 0.71874 -0.65755 -0.18330
H 1.06563 -4.10488 0.38908
H 0.75784 -2.87481 1.63971
H 2.21051 -2.73401 0.61549
H 1.01610 -3.57973 -2.17301
H 2.20268 -2.26798 -1.84128
H 0.74126 -1.93997 -2.81668
*
```

***

Record 2
Below is a cluster of 8 separate species, C14H31Cl8N3O9 in total, with properties calculated with ωB97M-V/def2-TZVPD.

Results
- SMILES = C[N+](=O)[O-].C[N+](=O)[O-].C[N+](=O)[O-].COC(=O)OC.ClCCCl.ClCCCl.ClCCCl.ClCCCl
- HOMO (Eh) = -0.3976
- Kohn-Sham gap (eV) = 10.84

The geometry in ORCA input format:
```
! RIJCOSX wB97M-V def2-TZVPD def2/J DEFGRID3
* xyz 0 1
C -1.69968 6.37095 -1.02636
N -0.53804 6.61143 -1.94753
O -0.04033 7.73557 -2.01054
O -0.17456 5.70079 -2.65071
H -2.61851 6.50491 -1.59725
H -1.72415 7.16170 -0.27655
H -1.55620 5.40750 -0.53719
C 0.98168 -0.02973 -1.03027
N 1.04511 0.61978 0.32064
O 0.43031 1.61855 0.48014
O 1.66772 0.02170 1.19580
H 1.46935 -1.00455 -1.02966
H 1.47635 0.59417 -1.77468
H -0.06880 -0.10116 -1.31220
C 0.29586 -2.63659 6.52996
N -0.70302 -3.77401 6.51706
O -0.29142 -4.88988 6.79310
O -1.85117 -3.45633 6.12944
H 1.23162 -3.15475 6.32031
H 0.15283 -2.21354 7.52428
H 0.16276 -1.87739 5.75923
C 4.96522 -4.12955 -3.87054
O 3.51135 -3.83892 -3.86426
C 2.77923 -3.95524 -4.98076
O 3.16021 -4.26885 -6.10142
O 1.52803 -3.64881 -4.63297
C 0.49865 -3.71814 -5.63019
H 5.31033 -4.22754 -2.84127
H 5.53983 -3.28220 -4.24462
H 5.27799 -5.04523 -4.37235
H 0.15204 -4.75122 -5.60372
H 0.92195 -3.55357 -6.62107
H -0.30873 -3.00607 -5.45931
Cl -7.19487 -3.83867 1.08665
C -5.41888 -4.21575 1.25153
C -4.58374 -3.14327 0.67020
Cl -2.98977 -3.85675 0.29382
H -5.21687 -5.14390 0.71691
H -5.32859 -4.39515 2.32287
H -4.46839 -2.24131 1.27125
H -5.04981 -2.80839 -0.25648
Cl -7.60122 0.87087 -3.70964
C -6.66224 2.31361 -4.16265
C -5.14611 1.95294 -3.84716
Cl -4.77930 1.71689 -2.13309
H -7.01722 3.21485 -3.66279
H -6.72450 2.44096 -5.24339
H -4.47542 2.75027 -4.16738
H -4.87731 1.04563 -4.38812
Cl -0.96082 5.91002 5.29004
C -0.74251 4.74407 6.61459
C -0.87961 3.32658 5.99119
Cl -2.62709 2.91457 5.76924
H -1.51377 4.82902 7.38012
H 0.27718 4.74485 6.99971
H -0.54441 2.56822 6.69874
H -0.27902 3.23792 5.08591
Cl 6.89359 0.56329 -1.75965
C 7.26607 0.16544 -0.10776
C 8.61948 0.72813 0.33472
Cl 9.86421 -0.16480 -0.68417
H 7.16183 -0.90793 0.05079
H 6.52430 0.70626 0.47994
H 8.75707 0.37627 1.35716
H 8.73424 1.81160 0.30255
*
```

***

Record 3
Below is a cluster of 2 separate species, C6H15NO in total, with properties calculated with ωB97M-V/def2-TZVPD.

Results
- SMILES = CCC(N)=O.CCC
- HOMO (Eh) = -0.3563
- Kohn-Sham gap (eV) = 10.55

The geometry in ORCA input format:
```
! RIJCOSX wB97M-V def2-TZVPD def2/J DEFGRID3
* xyz 0 1
C 2.65837 -0.82106 -1.61162
C 1.37368 -1.27631 -0.93961
C 0.10220 -0.98707 -1.73106
N -0.32669 -2.02021 -2.52476
O -0.53316 0.03726 -1.61437
H 3.47693 -1.47032 -1.27830
H 2.93404 0.18413 -1.30874
H 2.62524 -0.91822 -2.69977
H 1.30210 -2.32663 -0.67942
H 1.14772 -0.75719 -0.01228
H -1.11158 -1.84524 -3.12925
H 0.32777 -2.72306 -2.82303
C 0.18358 1.35467 2.71886
C -1.06459 2.20601 2.45480
C -2.37342 1.47048 2.75987
H 0.51599 1.56254 3.73406
H 0.01772 0.31445 2.48141
H 0.99997 1.68919 2.08334
H -1.07303 2.55413 1.42436
H -0.97703 3.15243 2.99788
H -3.18313 2.19994 2.80337
H -2.32082 1.02499 3.76099
H -2.64965 0.83570 1.91606
*
```

***

Record 4
Below is the molecule C5H8N8S2, with properties calculated with ωB97M-V/def2-TZVPD.

Results
- SMILES = Cn1nnnc1SCSc1nnnn1C
- HOMO (Eh) = -0.3586
- Kohn-Sham gap (eV) = 9.83

The geometry in ORCA input format:
```
! RIJCOSX wB97M-V def2-TZVPD def2/J DEFGRID3
* xyz 0 1
C 2.64721 -2.21934 3.29874
N 1.53985 -2.50002 2.23656
N 0.61861 -3.36601 2.60338
N -0.17236 -3.29600 1.60454
N 0.19505 -2.32255 0.63467
C 1.33164 -1.80930 1.10976
S 2.40251 -0.40395 0.53673
C 1.14908 0.30145 -0.79606
S -0.14891 1.36915 -0.14486
C -1.14793 1.48087 -1.68561
N -1.05867 1.45278 -2.97405
N -2.17265 2.08636 -3.53161
N -2.87826 2.63840 -2.58411
N -2.37262 2.21707 -1.41145
C -2.94657 2.78349 -0.34017
H 2.27710 -2.72033 4.30506
H 2.43995 -1.16141 3.47964
H 3.85140 -2.31208 3.00407
H 0.77156 -0.64054 -1.26200
H 1.90939 0.94905 -1.47895
H -2.99887 1.99043 0.30868
H -4.02632 3.22674 -0.46330
H -2.37501 3.63183 0.27143
*
```

***

Record 5
Below is a structure of composition C2H3NOS2, with properties calculated with ωB97M-V/def2-TZVPD.

Results
- HOMO (Eh) = -0.3281
- Kohn-Sham gap (eV) = 9.25

The geometry in ORCA input format:
```
! RIJCOSX wB97M-V def2-TZVPD def2/J DEFGRID3
* xyz 0 1
C 1.49543 -0.02387 -0.52978
C -0.75682 -0.55774 0.57875
N 0.69147 0.08503 -1.43812
O 0.48237 -0.82525 0.86304
S -0.88704 -0.19667 -1.54475
S -1.42612 0.98620 1.26933
H 2.53769 0.14111 -0.16669
H -1.45479 -1.30471 0.53696
H -0.68218 1.69589 0.43126
*
```

***

Record 6
Below is a cluster of 16 separate species, C33H37BCl60NO4 in total, with properties calculated with ωB97M-V/def2-TZVPD.

Results
- HOMO (Eh) = -0.1699
- Kohn-Sham gap (eV) = 5.62

The geometry in ORCA input format:
```
! RIJCOSX wB97M-V def2-TZVPD def2/J DEFGRID3
* xyz -1 1
C 3.58819 6.52983 0.72179
C 3.95707 5.55364 -0.42246
C 3.27215 4.20046 -0.23568
C 3.36755 3.40170 -1.52539
B 3.17931 1.75561 -1.36109
C 2.93987 1.10084 -2.84918
N 1.64265 1.45752 -3.44897
C 1.83102 1.53567 -0.39150
C 1.15243 0.17670 -0.56402
C 0.18374 -0.10185 0.61457
C -1.25427 -0.42146 0.16614
C -2.32383 0.45598 0.85387
C -3.27920 1.11927 -0.14883
C -3.16515 2.65682 -0.17198
C -3.76152 3.19073 -1.48056
O -2.87855 4.00554 -2.25031
C -1.72967 3.40115 -2.55278
C -0.58664 4.33791 -2.81501
O -1.59657 2.23228 -2.64860
C 4.44963 1.10485 -0.52396
C 5.63819 0.69579 -1.41111
C 6.99601 1.10862 -0.91662
O 7.96246 0.50156 -1.26286
O 7.15486 2.15751 -0.11340
H 4.46560 6.87591 1.25044
H 2.95147 6.02580 1.43200
H 3.03110 7.38683 0.36410
H 3.62790 5.98967 -1.35326
H 5.03272 5.45060 -0.44664
H 3.70864 3.69270 0.61322
H 2.23165 4.37299 0.01192
H 2.52196 3.72127 -2.14337
H 4.26899 3.65222 -2.08736
H 3.06186 0.01648 -2.82714
H 3.72311 1.48310 -3.51325
H 1.04408 0.66066 -3.53983
H 1.17255 2.17303 -2.92235
H 2.16370 1.61880 0.64588
H 1.11450 2.34248 -0.56210
H 0.53228 0.22640 -1.44369
H 1.87024 -0.62691 -0.64950
H 0.14851 0.75102 1.27446
H 0.56336 -0.91837 1.22082
H -1.50193 -1.45980 0.34292
H -1.36211 -0.27935 -0.89894
H -2.91775 -0.20116 1.48037
H -1.88942 1.21588 1.48850
H -4.32296 0.87122 0.04675
H -3.07357 0.80019 -1.16047
H -2.15047 2.98090 0.00722
H -3.77825 2.99110 0.65554
H -4.58980 3.83355 -1.21903
H -4.20287 2.38607 -2.05162
H -0.07966 3.98393 -3.69628
H -1.00063 5.31057 -3.04897
H 0.05153 4.43930 -1.95213
H 4.08133 0.21480 -0.00888
H 4.82916 1.74076 0.27021
H 5.70637 -0.37276 -1.42748
H 5.56725 1.06452 -2.42605
H 8.08247 2.12642 0.15071
C -6.44475 0.67201 2.75176
Cl -6.67785 1.62361 1.28468
Cl -5.11961 1.35792 3.69213
Cl -7.93077 0.69769 3.70480
Cl -6.04493 -0.99358 2.31113
C 9.34466 5.26843 1.50806
Cl 9.93595 5.82705 -0.05773
Cl 7.64882 5.66835 1.71989
Cl 9.49475 3.51456 1.61751
Cl 10.28830 6.02967 2.79947
C 5.88484 3.62756 5.18503
Cl 4.30373 4.13707 5.78917
Cl 6.68014 2.62160 6.40760
Cl 5.68819 2.70367 3.70393
Cl 6.88590 5.04777 4.85965
C -1.86166 2.85654 -6.60426
Cl -2.11088 2.07555 -8.17348
Cl -0.66872 1.97606 -5.66886
Cl -1.31433 4.51957 -6.85517
Cl -3.38838 2.87267 -5.69948
C -12.02636 0.54779 3.19162
Cl -13.58685 0.44012 2.34999
Cl -11.86790 -0.81926 4.29941
Cl -10.72269 0.50327 2.01141
Cl -11.93717 2.05560 4.10914
C -9.96701 -3.04381 0.28251
Cl -10.25083 -2.07961 -1.16965
Cl -8.64637 -2.33104 1.21612
Cl -11.43820 -3.08013 1.26283
Cl -9.52196 -4.68865 -0.17653
C 5.53451 -3.85879 -1.46553
Cl 3.99822 -3.05412 -1.13978
Cl 6.84409 -2.69597 -1.29501
Cl 5.75889 -5.19285 -0.32339
Cl 5.52589 -4.50286 -3.11554
C 8.05706 -8.52667 0.12662
Cl 7.83623 -7.52501 -1.30427
Cl 9.50030 -8.00365 1.00115
Cl 6.64213 -8.36309 1.17236
Cl 8.24063 -10.21921 -0.35432
C 2.61579 -9.97662 1.68909
Cl 3.46091 -9.68744 0.16903
Cl 0.95170 -9.39985 1.55924
Cl 2.61310 -11.70695 2.04513
Cl 3.43860 -9.11133 2.99277
C -6.01996 -6.93490 1.19116
Cl -7.37212 -7.79574 1.94136
Cl -6.27799 -5.19740 1.33888
Cl -4.51533 -7.37996 1.99871
Cl -5.92269 -7.37205 -0.51726
C -7.05655 4.74722 -3.82690
Cl -8.09012 3.50799 -3.10098
Cl -5.53135 4.02235 -4.33646
Cl -7.87531 5.44813 -5.22794
Cl -6.73653 6.01387 -2.63768
C -4.11353 -11.64090 3.33144
Cl -2.63685 -11.67205 2.36287
Cl -4.70801 -13.29102 3.55217
Cl -3.76698 -10.92462 4.90849
Cl -5.33782 -10.67607 2.50591
C 3.02857 -14.60198 5.00838
Cl 1.45692 -13.80467 5.11765
Cl 3.34219 -15.49394 6.50119
Cl 3.02529 -15.72260 3.64213
Cl 4.28722 -13.38959 4.76899
C -13.67362 5.02409 1.54098
Cl -12.74946 5.41085 0.08632
Cl -15.37210 5.44654 1.28952
Cl -13.53863 3.29785 1.88701
Cl -13.03453 5.94912 2.90697
C 10.42308 8.10987 -3.35617
Cl 9.30559 8.84199 -2.20366
Cl 11.99103 8.92132 -3.25418
Cl 10.62233 6.39680 -2.97683
Cl 9.77845 8.27840 -4.99114
*
```

***

Copy entry 2 word for word.
Below is a cluster of 8 separate species, C14H31Cl8N3O9 in total, with properties calculated with ωB97M-V/def2-TZVPD.

Results
- SMILES = C[N+](=O)[O-].C[N+](=O)[O-].C[N+](=O)[O-].COC(=O)OC.ClCCCl.ClCCCl.ClCCCl.ClCCCl
- HOMO (Eh) = -0.3976
- Kohn-Sham gap (eV) = 10.84

The geometry in ORCA input format:
```
! RIJCOSX wB97M-V def2-TZVPD def2/J DEFGRID3
* xyz 0 1
C -1.69968 6.37095 -1.02636
N -0.53804 6.61143 -1.94753
O -0.04033 7.73557 -2.01054
O -0.17456 5.70079 -2.65071
H -2.61851 6.50491 -1.59725
H -1.72415 7.16170 -0.27655
H -1.55620 5.40750 -0.53719
C 0.98168 -0.02973 -1.03027
N 1.04511 0.61978 0.32064
O 0.43031 1.61855 0.48014
O 1.66772 0.02170 1.19580
H 1.46935 -1.00455 -1.02966
H 1.47635 0.59417 -1.77468
H -0.06880 -0.10116 -1.31220
C 0.29586 -2.63659 6.52996
N -0.70302 -3.77401 6.51706
O -0.29142 -4.88988 6.79310
O -1.85117 -3.45633 6.12944
H 1.23162 -3.15475 6.32031
H 0.15283 -2.21354 7.52428
H 0.16276 -1.87739 5.75923
C 4.96522 -4.12955 -3.87054
O 3.51135 -3.83892 -3.86426
C 2.77923 -3.95524 -4.98076
O 3.16021 -4.26885 -6.10142
O 1.52803 -3.64881 -4.63297
C 0.49865 -3.71814 -5.63019
H 5.31033 -4.22754 -2.84127
H 5.53983 -3.28220 -4.24462
H 5.27799 -5.04523 -4.37235
H 0.15204 -4.75122 -5.60372
H 0.92195 -3.55357 -6.62107
H -0.30873 -3.00607 -5.45931
Cl -7.19487 -3.83867 1.08665
C -5.41888 -4.21575 1.25153
C -4.58374 -3.14327 0.67020
Cl -2.98977 -3.85675 0.29382
H -5.21687 -5.14390 0.71691
H -5.32859 -4.39515 2.32287
H -4.46839 -2.24131 1.27125
H -5.04981 -2.80839 -0.25648
Cl -7.60122 0.87087 -3.70964
C -6.66224 2.31361 -4.16265
C -5.14611 1.95294 -3.84716
Cl -4.77930 1.71689 -2.13309
H -7.01722 3.21485 -3.66279
H -6.72450 2.44096 -5.24339
H -4.47542 2.75027 -4.16738
H -4.87731 1.04563 -4.38812
Cl -0.96082 5.91002 5.29004
C -0.74251 4.74407 6.61459
C -0.87961 3.32658 5.99119
Cl -2.62709 2.91457 5.76924
H -1.51377 4.82902 7.38012
H 0.27718 4.74485 6.99971
H -0.54441 2.56822 6.69874
H -0.27902 3.23792 5.08591
Cl 6.89359 0.56329 -1.75965
C 7.26607 0.16544 -0.10776
C 8.61948 0.72813 0.33472
Cl 9.86421 -0.16480 -0.68417
H 7.16183 -0.90793 0.05079
H 6.52430 0.70626 0.47994
H 8.75707 0.37627 1.35716
H 8.73424 1.81160 0.30255
*
```

***

Copy entry 2 word for word.
Below is a cluster of 8 separate species, C14H31Cl8N3O9 in total, with properties calculated with ωB97M-V/def2-TZVPD.

Results
- SMILES = C[N+](=O)[O-].C[N+](=O)[O-].C[N+](=O)[O-].COC(=O)OC.ClCCCl.ClCCCl.ClCCCl.ClCCCl
- HOMO (Eh) = -0.3976
- Kohn-Sham gap (eV) = 10.84

The geometry in ORCA input format:
```
! RIJCOSX wB97M-V def2-TZVPD def2/J DEFGRID3
* xyz 0 1
C -1.69968 6.37095 -1.02636
N -0.53804 6.61143 -1.94753
O -0.04033 7.73557 -2.01054
O -0.17456 5.70079 -2.65071
H -2.61851 6.50491 -1.59725
H -1.72415 7.16170 -0.27655
H -1.55620 5.40750 -0.53719
C 0.98168 -0.02973 -1.03027
N 1.04511 0.61978 0.32064
O 0.43031 1.61855 0.48014
O 1.66772 0.02170 1.19580
H 1.46935 -1.00455 -1.02966
H 1.47635 0.59417 -1.77468
H -0.06880 -0.10116 -1.31220
C 0.29586 -2.63659 6.52996
N -0.70302 -3.77401 6.51706
O -0.29142 -4.88988 6.79310
O -1.85117 -3.45633 6.12944
H 1.23162 -3.15475 6.32031
H 0.15283 -2.21354 7.52428
H 0.16276 -1.87739 5.75923
C 4.96522 -4.12955 -3.87054
O 3.51135 -3.83892 -3.86426
C 2.77923 -3.95524 -4.98076
O 3.16021 -4.26885 -6.10142
O 1.52803 -3.64881 -4.63297
C 0.49865 -3.71814 -5.63019
H 5.31033 -4.22754 -2.84127
H 5.53983 -3.28220 -4.24462
H 5.27799 -5.04523 -4.37235
H 0.15204 -4.75122 -5.60372
H 0.92195 -3.55357 -6.62107
H -0.30873 -3.00607 -5.45931
Cl -7.19487 -3.83867 1.08665
C -5.41888 -4.21575 1.25153
C -4.58374 -3.14327 0.67020
Cl -2.98977 -3.85675 0.29382
H -5.21687 -5.14390 0.71691
H -5.32859 -4.39515 2.32287
H -4.46839 -2.24131 1.27125
H -5.04981 -2.80839 -0.25648
Cl -7.60122 0.87087 -3.70964
C -6.66224 2.31361 -4.16265
C -5.14611 1.95294 -3.84716
Cl -4.77930 1.71689 -2.13309
H -7.01722 3.21485 -3.66279
H -6.72450 2.44096 -5.24339
H -4.47542 2.75027 -4.16738
H -4.87731 1.04563 -4.38812
Cl -0.96082 5.91002 5.29004
C -0.74251 4.74407 6.61459
C -0.87961 3.32658 5.99119
Cl -2.62709 2.91457 5.76924
H -1.51377 4.82902 7.38012
H 0.27718 4.74485 6.99971
H -0.54441 2.56822 6.69874
H -0.27902 3.23792 5.08591
Cl 6.89359 0.56329 -1.75965
C 7.26607 0.16544 -0.10776
C 8.61948 0.72813 0.33472
Cl 9.86421 -0.16480 -0.68417
H 7.16183 -0.90793 0.05079
H 6.52430 0.70626 0.47994
H 8.75707 0.37627 1.35716
H 8.73424 1.81160 0.30255
*
```